(1)
Computed, not measured: a 2-piece molecular cluster, C6H11N2OS overall at a distorted geometry, with ωB97M-V with the def2-TZVPD basis set.

Its charge is +1. Its max |F| is 5.22 eV/Å. For the gap between HOMO and LUMO, the calculation gives 8.30 eV. Its multiplicity is 1. For the calculated total energy, the calculation gives -22255.9958 eV. The energy above the lowest of the compared OMol25 structures with the same formula, charge and spin comes out at 0.600 eV. Its highest occupied orbital energy is -13.423 eV.

Structure (XYZ):
```
21
Properties=species:S:1:pos:R:3:forces:R:3
C 1.707 -2.267 -1.024 4.26 -0.69 -1.77
C 2.831 -1.412 -0.811 -3.77 -0.32 1.25
C 0.679 -0.716 0.048 1.22 -0.05 -1.09
C -2.993 0.034 -0.060 2.89 4.13 1.34
C -1.755 -0.674 0.523 -0.99 -0.45 -0.59
C -0.453 0.022 0.416 -0.52 1.03 1.02
N 0.587 -1.890 -0.601 -3.33 1.93 1.71
N -0.377 1.266 0.857 1.77 -2.97 -1.61
O 1.878 2.647 0.157 -0.17 -0.46 0.57
S 2.313 -0.088 0.066 -0.11 -0.73 -0.13
H 1.806 -3.167 -1.589 0.06 -0.57 -0.14
H 3.786 -1.763 -0.840 2.70 -0.31 -0.58
H -3.813 -0.587 -0.193 -1.29 -1.18 -0.26
H -3.266 0.881 0.717 0.10 -1.29 -2.04
H -2.564 0.447 -1.037 -1.44 -0.19 1.14
H -1.765 -1.578 -0.062 0.82 -0.72 0.50
H -1.814 -0.836 1.598 -0.38 -0.56 0.11
H 0.476 1.776 0.888 0.96 0.64 0.04
H -1.158 1.659 1.213 -3.00 1.63 1.24
H 1.430 2.884 -0.643 -0.23 0.48 -0.88
H 2.464 3.361 0.377 0.45 0.64 0.17
```
Forces are in eV/Å.



(2)
Computed, not measured: C57H42FeNOP2S2 as an isolated structure at a distorted geometry, with ωB97M-V with the def2-TZVPD basis set.

Its charge is +2. Its max |F| is 2.09 eV/Å. For the gap between HOMO and LUMO (alpha / beta), the calculation gives 7.86 / 5.82 eV. The expectation value of S² is 8.7673. Its multiplicity is 6. For the calculated total energy, the calculation gives -137950.5027 eV. The energy above the lowest of the compared OMol25 structures with the same formula, charge and spin comes out at 0.669 eV. Its highest occupied orbital energy (alpha / beta) is -12.754 / -12.833 eV.

Structure (XYZ):
```
106
Properties=species:S:1:pos:R:3:forces:R:3
Fe -0.989 -0.934 -0.694 -0.66 -0.87 -1.40
O 2.199 -2.062 -0.760 0.17 -0.14 0.15
S 1.671 -0.680 -0.737 0.87 0.02 0.00
C 2.367 0.183 -2.142 -0.32 -0.13 0.08
C 3.524 -0.379 -2.636 -0.06 -0.10 0.18
C 4.198 0.136 -3.751 0.04 0.16 -0.16
C 3.669 1.241 -4.366 -0.02 -0.11 0.15
C 4.129 2.017 -5.568 0.08 0.01 -0.09
C 3.067 3.128 -5.757 0.01 0.07 -0.08
C 2.059 2.886 -4.670 -0.20 -0.05 0.14
C 0.870 3.499 -4.381 0.19 0.09 -0.21
C 0.110 3.012 -3.309 -0.02 -0.05 0.16
C 0.508 1.964 -2.495 -0.05 -0.38 0.03
P -0.602 1.514 -1.106 -0.44 1.13 -0.44
C -2.263 1.872 -1.765 -0.02 -0.09 -0.07
C -3.228 2.572 -1.043 0.15 -0.02 -0.02
C -4.477 2.799 -1.608 -0.08 0.01 -0.01
C -4.771 2.318 -2.875 -0.03 0.02 0.04
C -3.828 1.575 -3.576 -0.01 -0.07 -0.02
C -2.585 1.340 -3.018 0.06 0.09 0.12
C -0.267 2.833 0.117 0.00 -0.54 0.29
C 0.373 2.506 1.309 -0.10 -0.01 -0.13
C 0.687 3.494 2.231 0.04 -0.01 0.03
C 0.359 4.813 1.967 0.01 -0.02 0.02
C -0.287 5.143 0.782 -0.02 0.03 -0.04
C -0.601 4.162 -0.142 0.04 0.01 -0.04
C 1.744 1.300 -2.771 0.01 0.13 -0.13
C 2.467 1.796 -3.879 -0.02 -0.07 0.11
C 2.561 0.047 0.662 -0.39 0.02 -0.39
C 3.736 0.722 0.425 -0.05 0.05 -0.05
C 4.700 0.940 1.425 0.08 0.02 0.19
C 4.461 0.437 2.674 -0.03 0.04 -0.17
C 5.302 0.427 3.919 0.09 0.02 0.05
C 4.423 -0.268 4.989 0.04 0.02 0.09
C 3.149 -0.621 4.273 -0.18 -0.03 -0.09
C 2.008 -1.245 4.705 0.19 0.05 0.11
C 0.955 -1.399 3.795 -0.08 -0.05 -0.14
C 1.016 -0.984 2.472 0.02 0.00 -0.39
P -0.572 -1.141 1.589 -0.15 -0.52 2.02
C -1.716 -0.054 2.501 -0.11 0.07 -0.39
C -1.315 0.781 3.541 0.04 -0.09 0.02
C -2.247 1.583 4.181 -0.01 0.02 0.03
C -3.573 1.581 3.773 -0.02 0.02 -0.02
C -3.969 0.790 2.704 -0.03 0.02 -0.01
C -3.044 -0.017 2.063 0.16 -0.01 0.02
C -1.045 -2.872 1.944 -0.01 0.02 -0.21
C -2.332 -3.255 2.310 0.04 0.16 0.03
C -2.620 -4.596 2.515 -0.03 -0.10 0.00
C -1.637 -5.559 2.339 -0.03 0.05 0.00
C -0.358 -5.180 1.952 0.04 -0.08 -0.03
C -0.060 -3.845 1.748 0.01 0.12 -0.04
C 2.214 -0.395 1.974 0.11 -0.01 0.24
C 3.228 -0.199 2.933 -0.08 -0.03 -0.09
H 3.912 -1.256 -2.131 0.01 -0.01 -0.02
H 5.104 -0.340 -4.101 0.00 0.00 0.00
H 5.127 2.426 -5.410 0.00 -0.01 0.00
H 4.190 1.368 -6.442 0.02 0.00 0.01
H 3.499 4.126 -5.667 0.00 -0.01 0.00
H 2.597 3.079 -6.740 0.01 0.01 0.01
H 0.505 4.331 -4.968 -0.04 -0.01 0.02
H -0.849 3.479 -3.132 0.00 0.02 0.04
H -3.009 2.942 -0.050 0.01 0.05 0.00
H -5.223 3.355 -1.055 0.02 0.02 0.00
H -5.741 2.511 -3.314 0.01 0.00 0.00
H -4.067 1.178 -4.554 0.01 0.00 0.01
H -1.845 0.755 -3.555 -0.07 0.05 -0.10
H 0.630 1.476 1.516 -0.03 0.15 0.04
H 1.185 3.231 3.156 0.01 0.00 0.00
H 0.603 5.586 2.683 -0.01 0.00 0.00
H -0.550 6.172 0.576 0.00 0.00 0.00
H -1.108 4.440 -1.055 -0.01 0.00 -0.05
H 3.952 1.082 -0.571 0.00 -0.06 -0.02
H 5.619 1.456 1.180 -0.02 0.03 0.00
H 6.232 -0.116 3.745 0.00 0.01 0.00
H 5.582 1.439 4.212 -0.01 -0.01 0.00
H 4.899 -1.163 5.392 0.00 0.01 0.00
H 4.220 0.388 5.836 0.00 -0.02 0.01
H 1.900 -1.595 5.723 -0.03 -0.02 -0.01
H 0.037 -1.853 4.150 0.01 -0.02 0.02
H -0.280 0.808 3.852 -0.02 -0.01 0.07
H -1.936 2.212 5.004 0.01 0.01 -0.02
H -4.297 2.204 4.281 0.01 0.01 0.01
H -4.997 0.803 2.367 0.00 -0.02 0.00
H -3.348 -0.619 1.216 -0.08 0.01 0.10
H -3.108 -2.518 2.462 -0.02 0.01 0.01
H -3.615 -4.889 2.822 0.00 0.02 0.00
H -1.867 -6.603 2.508 0.01 0.00 0.00
H 0.413 -5.928 1.815 0.00 0.01 0.00
H 0.939 -3.549 1.446 0.02 -0.05 0.00
S -4.763 -3.312 -1.110 0.33 0.19 -0.05
C -5.279 -1.683 -0.974 0.02 -0.05 -0.02
C -4.239 -0.804 -0.989 -0.24 0.07 0.03
C -2.976 -1.446 -1.090 1.24 0.36 0.32
C -3.107 -2.811 -1.184 -0.63 0.09 0.08
C -2.003 -3.726 -1.382 0.14 -0.31 -0.02
C -2.171 -5.100 -1.531 0.05 0.16 0.06
C -1.065 -5.894 -1.770 0.04 0.05 0.03
C 0.181 -5.295 -1.851 -0.11 -0.05 -0.04
C 0.275 -3.925 -1.682 0.19 -0.15 -0.20
N -0.785 -3.148 -1.448 0.04 0.60 0.30
H -6.332 -1.464 -0.890 0.01 0.01 -0.03
H -4.380 0.265 -0.919 0.00 -0.05 0.01
H -3.160 -5.531 -1.458 -0.01 0.01 -0.03
H -1.174 -6.963 -1.897 -0.01 0.00 0.01
H 1.071 -5.876 -2.048 0.02 0.05 -0.01
H 1.232 -3.430 -1.735 -0.10 -0.05 0.01
```
Forces are in eV/Å.



(3)
Computed, not measured: a 6-piece molecular cluster, C53H66BFNO18P2 overall at a distorted geometry, with ωB97M-V with the def2-TZVPD basis set.

Its charge is +1. Its max |F| is 5.41 eV/Å. For the gap between HOMO and LUMO, the calculation gives 5.97 eV. Its multiplicity is 1. For the calculated total energy, the calculation gives -116328.8918 eV. Its highest occupied orbital energy is -9.794 eV.

Structure (XYZ):
```
142
Properties=species:S:1:pos:R:3:forces:R:3
C -1.031 4.870 3.483 -1.08 -0.06 0.02
C -2.373 5.343 2.690 0.07 -1.36 0.33
C -2.462 4.526 1.299 0.67 1.48 0.89
O -2.144 3.127 1.589 -0.88 0.08 -1.29
C -2.174 2.363 0.358 -0.24 1.46 -1.19
C -2.908 0.955 0.420 -0.65 -0.20 1.00
C -3.152 0.211 -0.983 0.11 0.39 -0.38
C -3.373 1.202 -2.255 0.62 0.91 -0.56
C -1.952 1.726 -2.849 1.85 -2.27 -0.76
O -1.164 0.951 -3.409 -3.01 3.76 2.31
F -1.649 3.128 -2.671 -0.81 -3.04 -0.47
C -4.438 -0.788 -0.760 0.56 0.74 -1.46
P -5.977 0.083 -1.423 0.14 1.96 -5.04
O -6.251 1.631 -0.799 -0.10 -1.38 1.02
O -7.344 -0.905 -1.569 0.75 0.74 2.15
N -4.526 -1.440 0.576 -0.70 -0.18 0.21
O -4.749 -2.802 0.320 0.23 -1.71 -0.52
B -5.774 -1.079 1.424 -3.29 1.74 2.64
O -6.102 0.246 1.840 0.61 -2.27 -1.81
C -6.809 -2.230 2.002 -0.52 -0.08 -0.29
C -6.166 -3.129 3.173 0.39 -1.26 -0.87
C -3.366 -1.420 1.503 1.80 -0.76 1.97
C -2.335 -0.157 1.440 -0.51 -1.80 0.44
C -0.939 -0.845 1.017 0.37 -0.53 -0.93
C 0.208 0.087 0.444 0.34 -0.62 -0.66
C 0.850 1.153 1.450 1.30 0.45 -1.09
C 2.168 0.513 2.120 0.59 -1.22 2.18
O 2.265 0.140 3.312 -0.63 1.49 -3.98
O 3.292 0.322 1.234 -1.99 1.66 1.52
C 4.523 0.794 1.847 2.89 0.32 0.04
C 5.540 1.487 0.788 -0.23 0.00 -0.25
P -2.175 0.425 3.254 1.46 2.66 0.14
C -3.824 0.835 4.061 -0.97 -0.22 0.95
C -4.429 2.289 3.652 -0.52 -0.70 0.30
C -1.148 -0.695 4.345 0.11 -1.75 1.03
C -1.838 -2.058 4.862 0.69 -0.29 0.59
H -0.889 5.533 4.408 0.07 -0.88 -1.48
H -1.172 3.787 3.855 0.26 1.69 -0.70
H -0.145 4.889 2.765 -1.04 0.14 1.16
H -3.299 5.046 3.308 1.42 0.54 -0.85
H -2.424 6.475 2.559 0.21 -1.62 -0.17
H -3.495 4.670 0.832 1.35 -0.45 0.50
H -1.653 4.968 0.600 -1.22 -0.75 0.78
H -2.802 3.028 -0.360 0.94 -1.42 0.81
H -1.120 2.377 -0.078 -1.32 -0.46 0.53
H -3.974 1.211 0.810 1.65 -0.29 -0.58
H -2.271 -0.456 -1.330 -1.37 1.00 0.93
H -3.999 2.120 -1.987 0.88 -1.46 -0.41
H -3.838 0.649 -3.158 0.74 0.88 1.68
H -4.221 -1.619 -1.542 -0.85 1.20 1.41
H -6.140 2.330 -1.484 -0.20 -1.16 0.30
H -8.039 -0.430 -2.083 0.80 -0.16 0.02
H -5.488 -2.908 -0.323 0.33 0.44 0.48
H -7.071 0.301 2.035 1.22 -0.12 0.05
H -7.210 -2.890 1.137 0.64 0.84 1.54
H -7.757 -1.722 2.435 1.61 -0.54 -0.78
H -5.605 -3.995 2.650 -0.74 1.38 0.96
H -5.387 -2.573 3.799 -1.39 -0.68 -0.64
H -6.974 -3.644 3.815 1.33 1.17 -0.92
H -2.791 -2.418 1.368 -1.01 1.68 -0.07
H -3.797 -1.508 2.578 0.43 0.23 -1.82
H -1.211 -1.593 0.170 0.58 1.19 1.24
H -0.476 -1.516 1.828 -1.06 1.14 -0.90
H -0.170 0.542 -0.553 0.71 -0.40 1.76
H 1.076 -0.608 0.116 -1.48 1.04 0.47
H 1.247 2.024 0.796 -0.54 -1.39 1.04
H 0.137 1.627 2.200 0.96 -1.06 -0.72
H 5.108 -0.118 2.253 -1.15 1.53 -0.32
H 4.367 1.584 2.667 -0.21 -1.50 -1.08
H 5.067 2.357 0.216 0.38 -1.21 0.85
H 6.466 1.924 1.325 -1.66 -0.90 -0.59
H 5.954 0.743 0.024 -0.88 1.05 1.20
H -3.612 0.925 5.198 -0.05 -0.35 -1.84
H -4.625 -0.003 3.993 1.08 1.38 -0.02
H -3.784 3.117 4.112 -0.95 -1.30 -0.84
H -5.497 2.332 4.095 1.75 0.06 -0.58
H -4.546 2.433 2.529 0.37 -0.15 1.56
H -0.120 -0.997 3.908 -1.78 1.02 0.32
H -0.881 -0.090 5.296 -0.53 -0.63 -1.79
H -2.770 -2.387 4.294 1.28 0.45 0.64
H -1.046 -2.901 4.818 -1.49 1.20 0.11
H -2.127 -1.920 5.959 0.25 -0.36 -1.52
C 4.716 -3.149 3.064 0.07 0.25 0.19
C 5.654 -2.624 3.854 -0.33 0.05 -0.13
C 6.957 -3.294 4.048 0.38 0.19 0.30
O 7.812 -2.817 4.769 -0.25 -0.13 -0.21
C 7.181 -4.568 3.330 -0.09 -0.26 -0.22
C 6.243 -5.093 2.540 0.31 -0.03 0.12
C 4.940 -4.422 2.347 -0.29 -0.18 -0.26
O 4.084 -4.899 1.625 0.18 0.13 0.19
H 3.756 -2.671 2.912 0.00 0.01 -0.01
H 5.506 -1.692 4.386 0.02 -0.02 0.01
H 8.141 -5.045 3.482 0.00 0.04 0.03
H 6.391 -6.024 2.008 -0.04 0.03 -0.02
C 8.799 -2.370 -2.003 -0.18 -0.06 0.19
C 8.266 -1.703 -0.979 0.04 -0.20 -0.16
C 8.611 -0.289 -0.722 -0.11 0.14 0.32
O 8.126 0.320 0.215 0.42 -0.27 -0.27
C 9.570 0.357 -1.644 0.18 0.02 -0.26
C 10.103 -0.311 -2.668 0.02 0.29 0.12
C 9.757 -1.725 -2.925 0.14 -0.15 -0.24
O 10.242 -2.334 -3.861 -0.15 0.13 0.22
H 8.557 -3.407 -2.205 -0.04 -0.02 0.04
H 7.562 -2.161 -0.295 0.01 0.01 0.01
H 9.811 1.393 -1.441 -0.02 -0.01 0.03
H 10.807 0.147 -3.352 -0.01 -0.04 0.00
C 8.439 -7.798 -3.009 0.03 -0.28 -0.06
C 9.087 -8.552 -3.898 -0.22 0.00 0.29
C 9.914 -7.942 -4.962 0.29 -0.25 -0.38
O 10.504 -8.629 -5.774 -0.19 0.18 0.25
C 9.995 -6.467 -5.001 -0.08 0.29 0.12
C 9.346 -5.713 -4.112 0.12 0.03 -0.21
C 8.520 -6.323 -3.049 -0.10 0.14 0.14
O 7.928 -5.635 -2.234 0.12 -0.13 -0.13
H 7.829 -8.227 -2.224 0.00 0.03 0.00
H 9.040 -9.634 -3.883 0.03 0.02 -0.03
H 10.605 -6.037 -5.786 0.00 -0.03 0.00
H 9.394 -4.631 -4.128 0.06 0.00 -0.01
C -2.939 9.160 -0.122 0.12 0.26 0.01
C -2.146 10.032 -0.746 -0.22 -0.07 0.29
C -1.446 9.672 -1.998 0.33 0.40 -0.24
O -0.722 10.465 -2.566 -0.22 -0.27 0.17
C -1.660 8.310 -2.531 -0.13 -0.36 -0.02
C -2.453 7.438 -1.906 0.18 0.06 -0.22
C -3.153 7.798 -0.655 -0.21 -0.18 0.16
O -3.879 7.002 -0.085 0.15 0.13 -0.13
H -3.459 9.406 0.796 -0.02 -0.04 -0.01
H -1.979 11.033 -0.369 0.02 -0.01 -0.04
H -1.140 8.063 -3.448 0.01 0.05 0.01
H -2.620 6.436 -2.283 -0.01 0.00 0.03
C -7.257 -1.711 -5.027 0.09 -0.22 -0.06
C -6.608 -2.457 -5.921 -0.22 -0.03 0.33
C -5.778 -1.839 -6.978 0.28 -0.31 -0.45
O -5.188 -2.517 -7.794 -0.19 0.21 0.30
C -5.696 -0.362 -7.003 -0.05 0.35 0.12
C -6.346 0.383 -6.108 0.15 0.02 -0.17
C -7.174 -0.235 -5.053 -0.14 0.10 0.09
O -7.767 0.447 -4.233 0.06 -0.12 0.06
H -7.870 -2.146 -4.247 -0.02 0.01 -0.01
H -6.657 -3.539 -5.916 0.01 0.02 -0.05
H -5.084 0.074 -7.783 0.00 -0.05 -0.01
H -6.297 1.465 -6.113 -0.04 -0.01 0.01
```
Forces are in eV/Å.



(4)
Computed, not measured: one molecule with the formula C7H17N2PS2 at a distorted geometry, with ωB97M-V with the def2-TZVPD basis set.

Its max |F| is 3.45 eV/Å. For the gap between HOMO and LUMO, the calculation gives 8.62 eV. Its multiplicity is 1. For the calculated total energy, the calculation gives -41472.9057 eV. The energy above the lowest of the compared OMol25 structures with the same formula, charge and spin comes out at 0.010 eV. Its highest occupied orbital energy is -7.989 eV.

Structure (XYZ):
```
29
Properties=species:S:1:pos:R:3:forces:R:3
C -4.498 0.861 0.285 -1.36 -0.39 -0.22
C -4.077 1.064 -1.187 0.28 1.59 2.73
C -3.628 -0.161 1.062 -0.95 -1.60 1.77
C 4.321 -1.432 0.630 1.85 0.25 -0.89
C 3.564 -0.347 1.370 -3.18 -0.04 -1.34
C 2.545 0.588 0.517 1.19 -0.46 0.77
C 1.774 -0.352 -0.401 -2.21 2.42 -0.40
N -3.252 1.978 -1.474 0.29 -0.21 -0.08
N -2.189 -0.043 0.994 -0.01 0.95 -0.40
P -1.200 -0.532 -0.338 0.70 0.86 0.32
S -2.165 -2.278 -0.940 -0.05 -1.15 -0.07
S 0.590 -1.394 0.529 -0.43 0.18 -0.13
H -4.546 1.834 0.865 0.14 -1.03 -0.87
H -5.571 0.377 0.249 1.84 1.14 0.27
H -1.117 -3.065 -0.573 -0.53 0.22 -0.18
H -4.657 0.411 -1.753 -0.36 -1.13 -2.12
H -3.884 0.006 2.163 0.10 -0.41 -1.31
H -3.852 -1.238 0.861 -0.30 0.99 -0.07
H 3.789 -2.435 0.469 0.67 1.72 0.09
H 5.179 -1.575 1.328 -0.37 -0.65 -0.72
H 4.823 -1.011 -0.343 -1.11 -1.03 1.53
H 4.146 0.258 1.965 1.95 1.49 0.85
H 2.995 -0.868 2.152 -0.50 0.12 -0.31
H 3.002 1.434 -0.112 -0.04 -1.46 0.90
H 1.884 1.124 1.249 0.34 -0.65 -0.72
H 1.109 0.338 -1.062 1.14 -1.49 0.67
H 2.395 -0.988 -0.999 0.33 -0.13 -0.33
H -2.943 2.095 -2.447 -0.61 -0.44 0.24
H -2.128 0.965 1.062 1.19 0.32 0.02
```
Forces are in eV/Å.